Entry from OMol25: C31H26BrN8O2Se4Sn as an isolated structure at a distorted geometry (ωB97M-V/def2-TZVPD).

Computed properties:
Relative energy (zero: lowest compared OMol25 entry of this formula, charge and spin), eV: 1.096
Kohn-Sham gap, eV: 6.25
Strongest force on any atom, eV/A: 2.7
E, eV: -385845.9499
HOMO energy, eV: -4.73
Total charge: -1
Spin multiplicity: 1
LUMO energy, eV: 1.516

CARTESIAN COORDINATES (ANGSTROEM)
Sn: -0.4174 1.9794 -1.7870
C: -2.7588 -0.9142 -4.3554
O: -2.1354 -1.4092 -3.2224
C: -0.8223 -1.7163 -3.4953
C: -0.4283 -2.1498 -4.7903
C: 0.6670 -2.9001 -5.0016
C: 1.4783 -3.1565 -3.8842
C: 1.2402 -2.5319 -2.6533
C: 0.0215 -1.8787 -2.4118
N: -0.2794 -1.2157 -1.1712
N: 0.4632 -1.6335 -0.2399
C: 0.3252 -1.1395 1.0176
C: -0.7552 -0.2845 1.3849
O: -1.5659 0.2436 0.5450
C: -0.9435 -0.1619 2.8390
C: -0.0857 -0.6246 3.7651
C: 1.0785 -1.4225 3.4120
C: 2.0136 -1.8939 4.3684
C: 3.0862 -2.6296 3.9396
C: 3.2701 -2.9563 2.5655
C: 2.3537 -2.5498 1.6458
C: 1.2288 -1.7653 2.0218
H: -3.0302 -1.7164 -5.0426
H: -3.6415 -0.4174 -3.9694
H: -2.1977 -0.1309 -4.9194
H: -1.1575 -1.9871 -5.5516
H: 0.9108 -3.4278 -5.9101
H: 2.3622 -3.7438 -3.8672
H: 2.0424 -2.5547 -1.9315
H: -1.7966 0.3815 3.1345
H: -0.3688 -0.5611 4.8045
H: 1.9501 -1.8064 5.4610
H: 3.8910 -2.8741 4.6507
H: 4.1308 -3.4698 2.2909
H: 2.4223 -2.7380 0.6025
Br: 7.0199 -1.1497 0.1937
C: 5.4572 -0.0579 0.2992
C: 5.3515 0.8333 1.3961
C: 4.1481 1.5416 1.5157
C: 3.1294 1.4148 0.5542
C: 3.2980 0.5361 -0.4861
C: 4.4536 -0.2434 -0.6180
N: 1.8569 2.1327 0.5585
C: 1.1276 2.1161 1.5866
C: -0.1136 2.8937 1.6774
C: -0.5635 3.1720 2.9558
C: -1.6400 4.0708 3.0904
C: -2.2327 4.5822 1.9495
C: -1.7334 4.1331 0.7162
N: -0.7046 3.3202 0.5933
H: 6.1764 0.9420 2.0771
H: 4.0949 2.2366 2.3455
H: 2.4911 0.4816 -1.2770
H: 4.5315 -0.8966 -1.4318
H: 1.4303 1.4843 2.4369
H: -0.0878 2.7563 3.8359
H: -1.9950 4.3190 4.1077
H: -3.1337 5.1583 1.9631
H: -2.0130 4.5279 -0.2742
Se: 1.7144 2.2657 -3.6414
Se: 1.0260 4.0503 -5.0092
Se: -1.2925 3.5496 -5.1064
Se: -2.0224 3.6360 -2.9406
N: -4.3241 -0.7497 1.0608
C: -5.1569 -0.6364 0.0001
N: -4.5696 -0.7108 -1.1775
N: -6.4909 -0.5876 -0.0361
C: -7.1634 -0.6328 1.0735
N: -7.9127 -0.6281 1.9787
H: -3.2909 -0.3804 0.9570
H: -4.7841 -0.6168 1.9532
H: -3.5561 -0.6747 -1.1697
H: -5.0779 -0.4328 -1.9528

Forces on the atoms, in the same order (eV/Å):
0.95 -0.80 0.21
-1.32 1.23 -0.67
1.58 0.66 -0.16
0.04 -1.50 -0.13
-2.13 0.93 0.96
1.89 -1.47 1.22
-0.22 1.23 0.94
-0.31 -0.30 -1.11
1.24 0.66 0.51
0.23 -0.57 -0.41
0.07 -0.35 -0.78
0.21 -0.49 1.06
-0.15 -0.48 0.07
0.09 -0.16 1.29
0.59 0.15 -1.07
0.45 -1.17 -0.20
-0.65 0.10 -0.51
0.13 -0.57 -0.13
1.01 -0.10 -0.37
-1.29 1.05 1.47
-1.00 0.64 0.20
-0.18 1.46 0.50
-0.24 0.03 -0.06
-0.44 -0.02 -0.28
-0.01 -0.57 0.52
0.03 -0.04 -0.64
-0.21 0.37 -0.39
0.68 -0.50 -0.74
-0.33 -0.14 0.40
-1.04 0.57 0.37
0.20 0.28 0.29
-0.48 0.61 -0.55
-0.56 -0.16 -0.31
1.35 -0.92 -0.58
0.37 -0.35 -0.66
-0.02 0.11 -0.08
0.47 0.14 1.25
-1.19 -0.61 -1.65
0.61 0.12 0.07
-1.17 0.35 0.66
-0.59 -0.51 -1.71
-0.82 1.50 0.95
1.35 0.02 -0.36
0.95 -1.04 0.05
0.69 -0.93 1.49
-0.94 1.17 0.20
0.29 -0.58 0.68
0.23 -1.03 -0.65
0.00 0.97 -0.58
0.08 0.43 -0.98
-0.01 0.07 0.21
-0.39 0.07 -0.08
1.00 -0.07 1.07
0.27 -0.92 -0.94
-0.30 0.38 0.16
0.07 -0.03 -0.18
0.12 -0.06 -0.77
-0.14 0.54 0.13
-0.72 -0.06 0.73
-0.51 0.20 0.21
-0.74 -0.27 0.34
0.79 0.01 -0.95
-0.41 0.60 0.51
1.12 1.03 0.31
-1.04 -0.53 0.47
2.34 -0.20 0.45
1.53 -0.02 -0.33
-1.83 0.30 1.96
1.13 -0.12 -0.92
-2.06 -0.69 0.15
0.28 -0.03 -0.06
-0.10 0.00 -0.51
-0.91 0.43 -1.56

Here are the Löwdin charges for atoms 1 to 2, given in e: 0.6725, -0.1222